[1]
Here is a cluster of 2 separate species, C7H9O in total from the OMol25 dataset. Energies are from wB97M-V/def2-TZVPD.

```
17
Properties=species:S:1:pos:R:3
O 1.70 2.50 0.00
C -0.74 1.73 0.00
C 1.15 -1.54 0.00
C -1.22 -2.04 0.00
C -0.49 0.30 0.00
C 0.84 -0.18 0.00
C 0.12 -2.48 0.00
C -1.52 -0.67 0.00
H 0.36 -3.55 0.00
H 2.20 -1.83 0.00
H -1.13 2.19 -0.92
H -1.13 2.19 0.92
H -2.57 -0.33 0.00
H 0.68 2.57 0.00
H -2.02 -2.77 0.00
H 1.65 0.54 0.00
H 2.11 3.37 0.00
```

Values from the calculation:
Spin multiplicity = 2
Total charge = 0
Expectation value of S² = 0.75
Frontier orbital gap (spin up / spin down) = 9.89 / 8.34 eV
Maximum force = 0.04674 hartree/bohr
Lowest unoccupied orbital energy (spin up / spin down) = 0.0319 / -0.0245 Ha

=====

[2]
Here is a structure of composition C17H14IIrN3O7 from the OMol25 dataset. Energies are from wB97M-V/def2-TZVPD.

```
43
Properties=species:S:1:pos:R:3
Ir -0.22 0.04 0.15
I -8.05 4.58 -0.48
O 2.12 2.63 -2.26
O -1.21 3.30 0.73
O 3.86 -0.73 -0.39
O -1.35 -1.83 3.75
O 0.48 1.18 -1.67
O -1.93 1.24 0.17
O -0.18 -0.75 2.17
N 0.62 -1.86 -0.77
N -1.95 -1.50 0.32
N 1.86 0.22 0.18
C -3.38 -2.48 1.95
C 1.92 -2.10 -0.14
C 2.26 1.56 -0.14
C -3.97 -2.55 -0.36
C -2.81 -1.86 -0.64
C -4.26 -2.87 0.96
C 2.66 -0.79 -0.13
C -5.09 4.80 0.16
C 1.58 1.84 -1.50
C -5.81 2.55 -0.35
C -4.51 2.10 -0.15
C -6.08 3.90 -0.19
C -1.17 -1.43 2.61
C -2.23 -1.80 1.58
C -3.80 4.33 0.36
C -3.50 2.99 0.20
C -2.07 2.51 0.40
H -4.27 1.05 -0.26
H 0.01 -2.66 -0.66
H 1.76 -2.41 0.90
H -5.16 -3.42 1.20
H -5.31 5.85 0.27
H -3.00 5.01 0.64
H -2.53 -1.60 -1.65
H 0.74 -1.64 -1.75
H -6.59 1.85 -0.63
H -4.63 -2.85 -1.17
H -3.54 -2.69 3.00
H 2.52 -2.86 -0.65
H 1.83 2.30 0.53
H 3.33 1.68 -0.27
```

Values from the calculation:
Total charge = -1
Frontier orbital gap = 7.06 eV
Maximum force = 0.08631 hartree/bohr
Lowest unoccupied orbital energy = 0.0727 Ha

=====

[3]
Here is an isolated molecule of C3H4BrNO from the OMol25 dataset. Energies are from wB97M-V/def2-TZVPD.

```
10
Properties=species:S:1:pos:R:3
Br -2.33 1.43 0.02
O 0.77 -0.44 -1.37
N -0.64 -0.52 -1.29
C 0.29 0.47 0.67
C -0.98 0.07 0.13
C 1.25 0.14 -0.22
H -1.45 -0.60 0.87
H -1.09 -0.05 -2.09
H 2.31 0.00 -0.09
H 0.32 0.90 1.62
```

Values from the calculation:
Structure (SMILES) = Br[C@@H]1C=CON1
Total charge = 0
Frontier orbital gap = 9.52 eV
Maximum force = 0.05615 hartree/bohr
Lowest unoccupied orbital energy = 0.0324 Ha

=====

[4]
Here is a structure of composition C36H33N6O2S2W from the OMol25 dataset. Energies are from wB97M-V/def2-TZVPD.

```
80
Properties=species:S:1:pos:R:3
W -0.39 -0.04 -0.46
S -1.83 0.99 3.80
S -1.88 -2.90 0.78
O -2.85 -1.91 1.15
O -1.20 -3.67 1.78
N -0.65 0.01 -2.48
N -0.56 0.18 1.72
N -0.70 -2.03 -0.05
N -4.04 -6.36 -3.46
N 0.89 -3.82 -0.26
N 1.34 -1.52 -0.66
C -3.42 0.66 -1.11
C 1.56 1.52 -0.49
C -1.72 2.40 -2.77
C -2.68 1.10 1.12
C -3.51 -3.44 -1.30
C 2.14 -4.08 -0.61
C 1.32 -1.08 2.77
C 1.01 2.93 1.84
C -0.83 4.24 0.71
C -0.89 1.22 -3.20
C -4.02 -4.25 -2.30
C -2.09 -5.25 -0.56
C 2.02 1.97 1.83
C -0.09 -0.88 -3.43
C 0.57 2.51 -0.47
C 2.28 1.25 0.69
C 0.54 -2.55 -0.31
C -2.38 0.65 -0.18
C 1.91 -1.44 3.96
C -1.66 0.80 2.10
C 1.39 -1.02 5.19
C 2.59 -1.80 -1.04
C 0.04 -2.36 -3.22
C -2.60 -6.06 -1.55
C 0.26 3.21 0.71
C -4.68 1.15 -0.77
C -2.55 -3.94 -0.43
C 3.05 -3.10 -1.03
C 0.08 -0.24 -4.61
C -0.40 1.09 -4.45
C 0.25 -0.24 5.25
C -0.35 0.11 4.04
C -3.93 1.61 1.46
C -3.57 -5.57 -2.44
C -4.93 1.65 0.51
C 0.18 -0.28 2.81
H 2.59 1.78 2.73
H 0.45 -0.69 -5.51
H -3.26 0.29 -2.11
H -0.70 4.95 1.53
H 2.79 -2.07 3.95
H 1.89 1.13 -1.45
H -0.45 1.85 -5.22
H -5.91 2.04 0.76
H 1.02 -2.68 -2.86
H -3.87 -2.43 -1.18
H -4.13 1.95 2.47
H -1.27 3.32 -3.15
H -5.47 1.14 -1.50
H -0.10 -2.85 -4.19
H -1.34 -5.62 0.13
H -3.89 -7.35 -3.40
H 0.82 3.49 2.76
H 3.21 -0.97 -1.36
H 2.45 -5.12 -0.58
H -0.72 -2.75 -2.55
H -4.77 -3.87 -2.98
H -2.72 2.33 -3.21
H 0.12 2.83 -1.39
H 1.72 -1.41 1.83
H -1.87 2.51 -1.70
H -4.89 -6.08 -3.92
H -1.80 3.75 0.84
H 3.06 0.50 0.68
H 1.87 -1.32 6.11
H -0.86 4.79 -0.23
H -2.25 -7.08 -1.65
H -0.17 0.06 6.19
H 4.05 -3.35 -1.32
```

Values from the calculation:
Spin multiplicity = 3
Total charge = +1
Expectation value of S² = 2.03
Frontier orbital gap (spin up / spin down) = 6.35 / 6.35 eV
Maximum force = 0.01264 hartree/bohr
Lowest unoccupied orbital energy (spin up / spin down) = -0.1434 / -0.1446 Ha

=====

[5]
Here is a cluster of 2 separate species, C3H9NO3 in total from the OMol25 dataset. Energies are from wB97M-V/def2-TZVPD.

```
16
Properties=species:S:1:pos:R:3
O -0.91 -1.60 0.38
O -0.84 -0.72 3.43
O 1.05 0.67 -2.52
N 0.97 2.55 -0.91
C 0.04 -1.09 -0.58
C 0.81 1.11 -1.34
C -0.23 0.38 -0.58
H 1.44 2.99 -1.69
H -0.93 -2.56 0.45
H -0.12 0.73 0.49
H -0.12 -1.50 -1.59
H -1.25 0.68 -0.92
H 1.00 -1.29 -0.17
H -1.62 -1.02 3.83
H 1.80 1.44 -0.73
H -1.09 -0.77 2.45
```

Values from the calculation:
Spin multiplicity = 2
Total charge = +1
Expectation value of S² = 0.76
Frontier orbital gap (spin up / spin down) = 6.08 / 4.23 eV
Maximum force = 0.10705 hartree/bohr
Lowest unoccupied orbital energy (spin up / spin down) = -0.2898 / -0.3576 Ha

=====

[6]
Here is a cluster of 2 separate species, C5H13NO2 in total from the OMol25 dataset. Energies are from wB97M-V/def2-TZVPD.

```
21
Properties=species:S:1:pos:R:3
O 1.27 -1.25 -0.38
O 1.86 -3.74 0.81
N -0.38 0.23 -0.15
C -2.16 1.65 -1.79
C -2.38 1.76 -0.24
C 1.78 0.60 1.03
C 0.91 -0.15 0.05
C -1.10 1.28 0.55
H -3.06 1.13 0.35
H 2.84 0.64 0.83
H 1.74 0.10 1.98
H -0.49 2.15 0.84
H -2.91 2.36 -2.14
H -2.40 0.65 -2.17
H 1.38 1.62 1.16
H -2.59 2.79 -0.04
H 1.75 -2.83 0.48
H -1.40 0.98 1.57
H -1.13 2.02 -1.92
H -0.85 -0.15 -0.95
H 2.67 -3.95 0.35
```

Values from the calculation:
Spin multiplicity = 2
Total charge = -1
Expectation value of S² = 0.75
Frontier orbital gap (spin up / spin down) = 2.66 / 9.83 eV
Maximum force = 0.05158 hartree/bohr
Lowest unoccupied orbital energy (spin up / spin down) = 0.1371 / 0.1355 Ha

=====

[7]
Here is an isolated molecule of C4H10OS from the OMol25 dataset. Energies are from wB97M-V/def2-TZVPD.

```
16
Properties=species:S:1:pos:R:3
S -1.32 -0.50 -0.94
O 1.16 -0.14 0.27
C 1.82 -1.30 -0.16
C 0.08 1.87 -0.10
C -2.14 -0.63 0.69
C 0.26 0.42 -0.57
H 1.06 2.36 -0.27
H -2.31 0.34 1.12
H 2.36 -1.62 0.71
H 0.66 0.41 -1.59
H -0.74 2.40 -0.59
H -3.03 -1.18 0.52
H 1.09 -2.08 -0.46
H -1.45 -1.16 1.35
H -0.05 1.88 0.97
H 2.55 -1.06 -0.95
```

Values from the calculation:
Structure (SMILES) = CO[C@H](C)SC
Total charge = 0
Frontier orbital gap = 9.59 eV
Maximum force = 0.04630 hartree/bohr
Lowest unoccupied orbital energy = 0.0337 Ha

=====

Looking at relative energy (zero: lowest compared OMol25 entry of this formula, charge and spin) for the records above, in order, we have 0.00; 182.71; 243.56; 0.00; 490.42; 142.54; 61.51 kJ/mol.